This record from the OMol25 dataset describes a molecular structure, C47H97IO13S. The level of theory is wB97M-V/def2-TZVPD.

```
! RIJCOSX wB97M-V def2-TZVPD def2/J DEFGRID3
* xyz 0 1
C 2.553 3.430 5.415
C 2.945 2.157 4.455
C 2.347 2.296 2.899
C 2.196 0.744 2.286
C 3.729 0.363 1.822
C 1.083 0.687 1.033
C -0.309 0.162 1.741
C -0.694 0.883 3.162
C -1.418 2.385 3.292
C -1.822 3.079 4.734
C -1.565 2.290 6.184
C -0.846 0.807 6.066
C -0.599 -0.008 7.471
C -0.426 0.130 4.631
O 1.055 2.064 0.540
C 0.047 2.358 -0.453
C -0.598 3.897 -0.329
C -2.014 3.831 -1.200
C -1.849 3.510 -2.833
C -3.197 3.373 -3.809
C -4.704 3.537 -3.159
C -4.839 3.882 -1.528
C -3.512 4.022 -0.553
C -3.740 4.326 1.050
C 1.524 -0.437 -0.129
C 0.182 -1.213 -0.768
C 0.485 -2.021 -2.155
O 0.372 -3.375 -2.254
O 2.198 0.157 -1.290
C 3.563 -0.313 -1.493
S 3.789 -1.392 -3.054
I 4.754 1.521 -1.954
H 1.826 4.181 4.885
H 3.587 3.924 5.744
H 2.099 2.963 6.414
H 4.127 2.114 4.318
H 2.633 1.107 4.871
H 3.115 2.900 2.225
H 1.318 2.841 3.015
H 1.927 -0.041 3.145
H 4.460 0.558 2.745
H 4.044 1.131 0.999
H 3.870 -0.762 1.539
H -0.125 -0.990 1.995
H -1.268 0.251 1.071
H -1.642 2.977 2.308
H -2.307 4.157 4.839
H -1.868 2.746 7.231
H -0.226 -1.113 7.250
H -1.678 -0.145 7.962
H 0.043 0.559 8.267
H 0.059 -0.951 4.542
H 0.582 2.354 -1.520
H -0.863 1.642 -0.545
H -0.744 4.244 0.779
H 0.081 4.687 -0.911
H -0.765 3.367 -3.313
H -3.021 3.122 -4.950
H -5.622 3.399 -3.875
H -5.953 3.976 -1.134
H -4.798 4.759 1.315
H -2.854 4.966 1.530
H -3.681 3.264 1.590
H 2.133 -1.346 0.351
H -0.712 -0.488 -0.966
H -0.216 -2.023 0.013
H 0.774 -1.374 -3.108
H 4.034 -0.937 -0.625
H 3.373 -0.573 -4.135
C -1.652 -1.640 -5.747
C -2.866 -1.841 -4.864
O -2.995 -3.213 -4.523
H -1.736 -2.238 -6.660
H -1.541 -0.587 -6.023
H -0.742 -1.968 -5.235
H -3.776 -1.533 -5.388
H -2.783 -1.256 -3.943
H -2.186 -3.475 -4.051
C 5.897 5.324 3.415
C 6.344 4.109 4.201
O 6.011 2.923 3.493
H 4.816 5.293 3.241
H 6.143 6.246 3.948
H 6.377 5.347 2.431
H 5.846 4.077 5.174
H 7.426 4.126 4.367
H 6.465 2.957 2.634
C -5.664 -6.318 -5.127
C -4.673 -6.663 -6.220
O -3.874 -5.530 -6.526
H -6.308 -5.489 -5.439
H -6.291 -7.180 -4.882
H -5.143 -5.992 -4.221
H -5.198 -6.967 -7.130
H -4.017 -7.482 -5.910
H -3.406 -5.273 -5.713
C -4.977 -0.591 -0.538
C -5.286 0.102 0.773
O -4.289 1.071 1.057
H -3.997 -1.076 -0.495
H -5.735 -1.345 -0.769
H -4.938 0.133 -1.359
H -5.303 -0.622 1.594
H -6.260 0.601 0.733
H -4.288 1.714 0.326
C 5.432 -2.893 5.733
C 4.641 -2.058 4.747
O 5.477 -1.063 4.175
H 5.846 -2.262 6.527
H 4.801 -3.662 6.187
H 6.279 -3.379 5.238
H 3.809 -1.557 5.250
H 4.235 -2.680 3.944
H 6.208 -1.519 3.723
C -2.464 7.791 -2.299
C -3.681 8.179 -3.113
O -4.036 7.120 -3.990
H -1.619 7.561 -2.957
H -2.174 8.599 -1.621
H -2.664 6.890 -1.710
H -3.470 9.067 -3.717
H -4.534 8.399 -2.464
H -4.230 6.340 -3.443
C 7.995 -3.119 -2.498
C 8.030 -1.822 -1.715
O 7.834 -0.722 -2.591
H 8.771 -3.123 -3.270
H 8.149 -3.977 -1.837
H 7.035 -3.236 -3.010
H 8.999 -1.698 -1.223
H 7.249 -1.805 -0.949
H 6.967 -0.837 -3.017
C -2.650 -10.560 -4.830
C -4.131 -10.769 -5.067
O -4.554 -11.979 -4.456
H -2.073 -11.396 -5.237
H -2.307 -9.633 -5.299
H -2.431 -10.514 -3.758
H -4.342 -10.836 -6.138
H -4.716 -9.943 -4.651
H -4.370 -11.906 -3.504
C 0.372 3.647 11.685
C -0.421 2.946 10.601
O 0.424 2.067 9.874
H 1.202 4.213 11.249
H -0.264 4.332 12.253
H 0.812 2.920 12.375
H -0.839 3.674 9.901
H -1.244 2.366 11.030
H 0.785 1.419 10.503
C -1.110 -4.197 -10.605
C -0.790 -3.105 -9.606
O -1.900 -2.895 -8.745
H -1.989 -3.928 -11.201
H -0.265 -4.368 -11.279
H -1.347 -5.134 -10.092
H -0.575 -2.164 -10.122
H 0.080 -3.372 -8.998
H -2.077 -3.733 -8.286
*
```

Gap between HOMO and LUMO   7.88 eV
HOMO energy   -8.086 eV
Total energy   -3522.001821 Ha